{
  "formula": "C21H35CoN8PS",
  "method": "wB97M-V/def2-TZVPD",
  "gap_ev": [8.33, 8.99],
  "multiplicity": 2,
  "e_tot_ev": -92005.8923,
  "charge": 2,
  "symbols": ["H", "H", "H", "C", "C", "C", "C", "C", "H", "P", "C", "H", "H", "H", "H", "C", "N", "C", "H", "H", "N", "H", "H", "H", "N", "C", "C", "H", "N", "H", "C", "C", "N", "H", "H", "H", "S", "H", "C", "H", "H", "C", "C", "N", "H", "C", "H", "H", "N", "H", "H", "C", "N", "H", "H", "H", "H", "C", "C", "C", "H", "C", "H", "Co", "H", "H", "H"],
  "positions_angstrom": [[-1.895, -0.265, 4.915], [-0.455, 1.187, -3.850], [-0.590, 4.777, 2.223], [-0.539, 3.283, 0.099], [2.771, -1.364, 0.909], [-1.390, -0.756, 2.352], [-3.132, -2.090, 2.361], [-1.542, -1.873, -5.161], [2.064, -6.206, -2.082], [-0.128, 0.458, 2.859], [3.853, -5.503, -3.106], [3.600, 0.221, 4.482], [3.569, -6.743, -1.348], [-0.751, -1.985, -5.912], [-1.826, 0.205, -5.593], [-2.651, -0.948, 4.539], [1.515, -0.831, 0.994], [3.081, -4.608, -4.077], [4.141, -6.408, -3.642], [-0.526, 2.071, -1.743], [-0.323, 1.081, 0.155], [-3.986, -2.612, 2.758], [-2.621, -1.869, 5.115], [2.075, -5.015, -4.227], [-2.381, -1.245, 3.130], [-0.299, 1.534, 1.402], [-1.634, -0.414, -4.716], [3.570, -4.623, -5.053], [2.472, -0.671, 2.962], [1.858, 0.134, 4.793], [-0.449, 3.759, 2.570], [-0.470, 2.161, -0.672], [-1.486, -1.263, 1.127], [-2.861, -2.646, 0.241], [-3.631, -0.487, 4.631], [4.350, -1.573, 2.466], [-0.174, -2.868, -1.079], [-1.785, -2.509, -3.105], [-0.396, 0.108, -3.991], [0.722, -3.090, -4.548], [-0.660, 4.319, -0.167], [2.975, -3.146, -3.649], [3.086, -5.902, -1.845], [0.135, -2.988, -3.732], [0.518, -0.093, -4.557], [3.375, -1.267, 2.126], [-0.283, -0.351, -3.002], [4.790, -5.009, -2.832], [-0.434, 2.875, 1.401], [-2.508, -0.303, -4.068], [-2.468, -2.159, -5.660], [0.743, -2.923, -2.563], [2.074, -2.931, -2.510], [3.949, -2.760, -3.348], [2.446, -3.078, -1.588], [-1.695, -3.844, -4.247], [0.497, 3.692, 3.102], [-1.302, -2.854, -4.017], [-2.567, -2.098, 1.120], [1.354, -0.414, 2.247], [3.028, -5.099, -1.105], [2.711, -0.396, 4.380], [-1.270, 3.492, 3.232], [-0.054, -0.787, -0.212], [2.848, -1.332, 4.915], [3.169, -1.764, -0.005], [2.648, -2.510, -4.474]]
}